#one
{"formula": "C3H3Br2P", "method": "ωB97M-V with the def2-TZVPD basis set", "e_homo_ev": [-8.3, -8.5], "orbital_gap_ev": [6.726, 7.750], "elements": ["C", "C", "C", "P", "Br", "Br", "H", "H", "H"], "coordinates": [[-1.113, -1.183, 0.782], [-1.158, -0.047, 0.309], [-0.916, 1.154, -0.253], [2.100, -0.288, -1.308], [2.577, 1.238, 0.231], [1.896, -2.092, 0.018], [-1.444, -2.141, 1.115], [-1.506, 1.249, -1.076], [-0.436, 2.110, 0.185]]}

***

#two
{"formula": "C3H3Br2P", "method": "ωB97M-V with the def2-TZVPD basis set", "e_homo_ev": -9.3, "orbital_gap_ev": 9.005, "elements": ["C", "C", "C", "P", "Br", "Br", "H", "H", "H"], "coordinates": [[1.840, 1.747, -0.890], [0.784, 1.486, -0.411], [-0.990, -1.329, 0.184], [-0.902, 0.860, 0.045], [-1.065, -2.235, -1.549], [-0.676, 1.096, 2.270], [2.869, 1.731, -1.060], [-0.027, -1.559, 0.620], [-1.833, -1.797, 0.790]]}

***

According to the calculations, the structures order from most to least stable as #two, #one.

***

#one
{"formula": "C7H8", "method": "ωB97M-V with the def2-TZVPD basis set", "e_homo_ev": -9.3, "orbital_gap_ev": 10.262, "elements": ["C", "C", "C", "C", "C", "C", "C", "H", "H", "H", "H", "H", "H", "H", "H"], "coordinates": [[1.968, -2.056, 0.621], [1.975, -0.897, 0.289], [-1.960, -0.263, 0.080], [-1.893, 0.544, 1.135], [-1.910, -0.950, -0.991], [2.238, 1.304, -0.712], [1.524, 0.445, -0.016], [2.016, -3.106, 0.932], [-1.996, 1.571, 1.201], [-1.456, 0.152, 2.051], [-2.801, -1.720, -1.120], [-1.211, -0.991, -1.837], [2.139, 2.449, -0.866], [3.170, 0.785, -1.099], [0.619, 0.775, 0.588]]}

***

#two
{"formula": "C7H8", "method": "ωB97M-V with the def2-TZVPD basis set", "e_homo_ev": [-7.6, -7.3], "orbital_gap_ev": [8.197, 7.785], "elements": ["C", "C", "C", "C", "C", "C", "C", "H", "H", "H", "H", "H", "H", "H", "H"], "coordinates": [[0.313, -1.534, -0.173], [-0.934, -1.265, 0.204], [1.476, 0.541, 0.444], [-0.993, 1.350, -0.071], [1.065, -0.358, -0.709], [-1.534, -0.001, -0.199], [0.357, 0.911, -0.473], [0.839, -2.452, 0.048], [-1.581, -2.014, 0.641], [1.301, 0.167, 1.444], [2.372, 1.145, 0.359], [-1.506, 2.041, -0.738], [-0.924, 1.791, 0.922], [1.728, -0.507, -1.551], [-2.209, -0.140, -1.043]]}

***

According to the calculations, the structures order from most to least stable as #two, #one.

***

#one
{"formula": "C7H8", "method": "ωB97M-V with the def2-TZVPD basis set", "e_homo_ev": -7.5, "orbital_gap_ev": 8.353, "elements": ["C", "C", "C", "C", "C", "C", "C", "H", "H", "H", "H", "H", "H", "H", "H"], "coordinates": [[0.044, 1.542, -1.773], [0.238, 1.050, -0.449], [-0.792, 0.488, -1.589], [0.304, 0.196, 0.609], [-1.121, -0.797, -1.047], [-0.766, -0.899, 0.431], [1.444, 0.234, 1.565], [-0.019, 2.428, -2.254], [-2.106, -0.911, -1.238], [-0.556, -1.452, -1.626], [-0.430, -1.852, 0.794], [-1.622, -0.716, 1.102], [2.259, -0.556, 1.328], [1.148, 0.007, 2.675], [1.976, 1.239, 1.474]]}

***

#two
{"formula": "C7H8", "method": "ωB97M-V with the def2-TZVPD basis set", "e_homo_ev": -8.9, "orbital_gap_ev": 10.029, "elements": ["C", "C", "C", "C", "C", "C", "C", "H", "H", "H", "H", "H", "H", "H", "H"], "coordinates": [[0.968, -1.657, 1.215], [1.120, 0.337, -0.398], [0.339, -0.544, 0.371], [-1.032, -0.438, 0.287], [-1.640, 0.666, -0.314], [-0.903, 1.479, -1.180], [0.486, 1.383, -1.048], [1.963, -1.874, 0.840], [0.350, -2.552, 1.089], [0.886, -1.368, 2.256], [2.194, 0.402, -0.299], [-1.712, -1.175, 0.701], [-2.624, 1.033, -0.026], [-1.387, 2.145, -1.879], [0.992, 2.161, -1.614]]}

***

According to the calculations, the structures order from most to least stable as #two, #one.

***

#one
{"formula": "C7H8", "method": "ωB97M-V with the def2-TZVPD basis set", "e_homo_ev": -9.4, "orbital_gap_ev": 9.383, "elements": ["C", "C", "C", "C", "C", "C", "C", "H", "H", "H", "H", "H", "H", "H", "H"], "coordinates": [[0.946, -1.348, -0.507], [0.341, -0.116, 0.121], [1.292, 0.900, 0.710], [-0.837, 0.394, -0.490], [-1.945, 0.845, -1.020], [-0.840, -0.400, 0.980], [-1.868, -0.627, 1.689], [0.165, -2.016, -0.883], [1.522, -1.875, 0.255], [1.599, -1.045, -1.329], [1.959, 1.260, -0.076], [0.742, 1.740, 1.143], [1.867, 0.413, 1.499], [-2.376, 1.367, -1.866], [-2.567, 0.509, -0.227]]}

***

#two
{"formula": "C7H8", "method": "ωB97M-V with the def2-TZVPD basis set", "e_homo_ev": [-9.3, -9.5], "orbital_gap_ev": [7.958, 8.149], "elements": ["C", "C", "C", "C", "C", "C", "C", "H", "H", "H", "H", "H", "H", "H", "H"], "coordinates": [[3.961, -0.432, 0.223], [2.921, -0.163, -0.238], [-0.106, 1.644, 0.389], [0.652, 0.758, -0.129], [-0.786, 0.206, -0.001], [-1.556, 0.092, -1.261], [-1.011, -0.893, 0.991], [5.040, -0.598, 0.194], [-0.516, 2.464, 0.974], [-1.075, 0.609, -2.005], [-2.604, 0.640, -1.170], [-1.587, -0.947, -1.511], [-0.944, -1.780, 0.408], [-2.111, -0.853, 1.297], [-0.279, -0.747, 1.838]]}

***

According to the calculations, the structures order from most to least stable as #one, #two.

***

#one
{"formula": "C7H8", "method": "ωB97M-V with the def2-TZVPD basis set", "e_homo_ev": -8.5, "orbital_gap_ev": 8.231, "elements": ["C", "C", "C", "C", "C", "C", "C", "H", "H", "H", "H", "H", "H", "H", "H"], "coordinates": [[-0.063, -1.544, -0.526], [-0.257, -0.100, -0.114], [0.174, 1.024, -0.948], [1.013, 0.737, 0.331], [2.272, 0.116, 0.094], [-1.406, 0.148, 0.738], [-2.387, 0.356, 1.404], [-0.963, -1.909, -1.026], [0.801, -1.635, -1.183], [0.113, -2.157, 0.363], [0.771, 1.356, 1.195], [0.669, 0.796, -1.886], [-0.404, 1.943, -0.920], [2.932, 0.381, 0.943], [-3.268, 0.538, 1.981]]}

***

#two
{"formula": "C7H8", "method": "ωB97M-V with the def2-TZVPD basis set", "e_homo_ev": [-9.3, -9.3], "orbital_gap_ev": [7.695, 7.698], "elements": ["C", "C", "C", "C", "C", "C", "C", "H", "H", "H", "H", "H", "H", "H", "H"], "coordinates": [[-2.181, 1.348, -0.170], [-3.311, 1.833, 0.031], [0.728, -1.016, 0.703], [1.438, -0.230, -0.455], [-0.778, -0.898, 0.349], [0.488, 1.042, -0.462], [-0.851, 0.446, -0.118], [0.899, -2.022, 0.650], [0.831, -0.628, 1.613], [2.439, 0.097, -0.323], [1.514, -0.712, -1.472], [-1.031, -1.556, -0.360], [-1.397, -1.209, 1.191], [0.945, 1.854, 0.194], [0.267, 1.651, -1.372]]}

***

#three
{"formula": "C7H8", "method": "ωB97M-V with the def2-TZVPD basis set", "e_homo_ev": -8.5, "orbital_gap_ev": 9.738, "elements": ["C", "C", "C", "C", "C", "C", "C", "H", "H", "H", "H", "H", "H", "H", "H"], "coordinates": [[-1.332, 1.514, 0.625], [-0.391, 0.522, -0.099], [0.470, -0.188, -1.481], [0.356, -1.481, -0.727], [1.520, -0.559, -0.473], [0.790, 0.069, 0.699], [-0.402, -0.874, 0.438], [-1.381, 1.212, 1.695], [-0.982, 2.551, 0.646], [-2.373, 1.500, 0.286], [0.743, -0.237, -2.549], [0.379, -2.506, -1.070], [2.574, -0.763, -0.596], [1.210, 0.565, 1.566], [-1.182, -1.325, 1.041]]}

***

#four
{"formula": "C7H8", "method": "ωB97M-V with the def2-TZVPD basis set", "e_homo_ev": -10.0, "orbital_gap_ev": 9.806, "elements": ["C", "C", "C", "C", "C", "C", "C", "H", "H", "H", "H", "H", "H", "H", "H"], "coordinates": [[-0.273, -1.503, -0.076], [-0.510, -0.059, 0.380], [0.211, 0.956, -0.540], [1.665, 0.869, -0.358], [2.848, 0.768, -0.150], [-2.619, 0.249, -0.492], [-2.009, 0.300, 0.647], [-0.547, -1.651, -1.128], [0.789, -1.747, 0.038], [-0.859, -2.204, 0.525], [-0.077, 0.056, 1.375], [-0.044, 0.774, -1.593], [-0.126, 1.973, -0.312], [3.898, 0.687, 0.026], [-2.346, 0.532, 1.657]]}

***

According to the calculations, the structures order from most to least stable as #three, #four, #one, #two.

***

#one
{"formula": "C3H2Br2O", "method": "ωB97M-V with the def2-TZVPD basis set", "e_homo_ev": -10.3, "orbital_gap_ev": 9.626, "elements": ["C", "C", "C", "O", "Br", "Br", "H", "H"], "coordinates": [[-0.233, -0.068, -1.337], [0.343, 0.004, 0.027], [-0.270, -0.250, 1.194], [-1.027, -0.869, -1.724], [0.719, 1.217, -2.549], [0.671, -0.021, 2.771], [1.192, 0.547, 0.172], [-1.394, -0.560, 1.446]]}

***

#two
{"formula": "C3H2Br2O", "method": "ωB97M-V with the def2-TZVPD basis set", "e_homo_ev": -10.4, "orbital_gap_ev": 9.789, "elements": ["C", "C", "C", "O", "Br", "Br", "H", "H"], "coordinates": [[-1.583, 0.132, 1.598], [-0.836, 0.077, 0.655], [0.602, 0.173, -0.473], [0.340, 0.146, -1.800], [1.623, 1.715, 0.147], [1.525, -1.678, 0.002], [-2.546, 0.070, 2.033], [0.875, -0.635, -2.162]]}

***

According to the calculations, the structures order from most to least stable as #one, #two.

***

#one
{"formula": "C2H2N2O3", "method": "ωB97M-V with the def2-TZVPD basis set", "e_homo_ev": -10.1, "orbital_gap_ev": 10.287, "elements": ["C", "C", "N", "N", "O", "O", "O", "H", "H"], "coordinates": [[0.826, -1.638, -1.004], [-0.681, 0.631, 0.683], [1.589, -1.207, -1.734], [-1.452, 0.816, 1.586], [0.239, 0.592, -0.043], [2.489, -0.513, -2.447], [-2.548, 0.288, 2.239], [2.141, 0.504, -2.519], [-2.603, 0.527, 3.239]]}

***

#two
{"formula": "C2H2N2O3", "method": "ωB97M-V with the def2-TZVPD basis set", "e_homo_ev": -10.3, "orbital_gap_ev": 9.854, "elements": ["C", "C", "H", "H", "N", "N", "O", "O", "O"], "coordinates": [[-0.381, 0.764, 1.176], [-0.199, -0.646, 0.618], [0.172, -0.962, -2.494], [-0.621, 0.716, 2.300], [-0.250, -0.109, -0.759], [0.282, 1.671, 0.561], [0.610, -0.790, -1.582], [0.617, 1.131, -0.777], [-0.232, -1.776, 0.957]]}

***

#three
{"formula": "C2H2N2O3", "method": "ωB97M-V with the def2-TZVPD basis set", "e_homo_ev": -10.1, "orbital_gap_ev": 10.092, "elements": ["C", "C", "H", "H", "N", "N", "O", "O", "O"], "coordinates": [[1.225, 0.863, 0.016], [-0.188, 0.882, -0.009], [-1.846, -0.907, 0.780], [1.874, 1.775, 0.031], [-0.399, -0.491, -0.181], [1.689, -0.333, 0.062], [-1.535, -1.187, -0.006], [0.722, -1.240, -0.002], [-1.098, 1.730, 0.005]]}

***

#four
{"formula": "C2H2N2O3", "method": "ωB97M-V with the def2-TZVPD basis set", "e_homo_ev": [-10.9, -10.9], "orbital_gap_ev": [9.099, 9.100], "elements": ["C", "C", "N", "N", "O", "O", "O", "H", "H"], "coordinates": [[-0.680, -2.062, -0.698], [0.062, 1.640, -1.020], [-0.356, -0.842, -1.381], [0.222, 0.146, -0.931], [-0.710, -3.013, -1.408], [-1.063, 2.041, -0.831], [0.897, 0.221, 0.403], [-0.895, -1.776, 0.378], [1.025, 2.283, -1.063]]}

***

According to the calculations, the structures order from most to least stable as #three, #four, #two, #one.